Here is the ion C8H11N2O3 with charge +1 in a non-equilibrium geometry from the OMol25 dataset. Energies are from wB97M-V/def2-TZVPD.

Summary:
Energy relative to the best compared isomer or geometry (same formula, charge and spin), eV: 4.238
LUMO level, Eh: -0.2037

The geometry in ORCA input format:
```
! wB97M-V def2-TZVPD RIJCOSX def2/J DEFGRID3
* xyz 1 1
H -0.244 -1.937 -1.361
H 0.332 2.483 -0.193
H 3.689 -0.925 -0.938
H -3.778 1.692 0.387
N 2.487 0.436 -0.101
H -0.279 -2.214 0.926
H 4.196 0.587 -1.254
C 1.328 -0.231 -0.412
C -2.837 1.205 0.074
H -1.885 -2.216 1.529
H -0.821 -1.017 2.026
C -0.005 0.416 -0.184
N -1.296 -0.739 -0.056
O 1.282 -1.379 -0.813
H 2.383 1.143 0.528
C -0.434 1.629 -0.138
C -2.756 -0.143 -0.107
C -1.774 2.073 0.061
C -1.022 -1.501 1.133
H 4.502 -0.017 0.492
O -1.259 -1.512 -1.222
C 3.824 0.011 -0.399
H -2.028 3.070 0.270
O -3.604 -0.914 -0.249
*
```

=====

Here is the ion C8H11N2S with charge +1 in a non-equilibrium geometry from the OMol25 dataset. Energies are from wB97M-V/def2-TZVPD.

Summary:
Energy relative to the best compared isomer or geometry (same formula, charge and spin), eV: 3.059
LUMO level (alpha / beta), Eh: -0.1587 / -0.1848

The geometry in ORCA input format:
```
! wB97M-V def2-TZVPD RIJCOSX def2/J DEFGRID3
* xyz 1 1
C 0.695 0.602 0.087
S -2.852 -1.025 -2.106
H -2.331 -1.525 0.161
C -0.405 1.261 -0.565
H -2.642 0.256 -2.602
H -1.902 0.489 0.873
C 2.106 0.183 1.920
H 2.608 -1.930 2.188
H 1.360 2.120 1.454
H -0.368 1.123 -1.719
C 2.223 -1.178 1.539
H 2.826 0.732 2.562
H 2.183 -2.604 -0.156
C 0.939 -0.728 -0.405
C 1.414 1.046 1.144
H -2.503 1.282 -0.747
C 1.835 -1.587 0.286
N -1.840 0.617 -0.202
H 0.377 -2.121 -1.536
C -2.128 -0.706 -0.647
N 0.098 -1.182 -1.368
H -0.520 2.347 -0.174
*
```

=====

Here is an isolated molecule of C8H11N3 in a non-equilibrium geometry from the OMol25 dataset. Energies are from wB97M-V/def2-TZVPD.

Summary:
Energy relative to the best compared isomer or geometry (same formula, charge and spin), eV: 1.993
LUMO level, Eh: 0.0275

The geometry in ORCA input format:
```
! wB97M-V def2-TZVPD RIJCOSX def2/J DEFGRID3
* xyz 0 1
H 2.669 1.911 -1.117
C -1.438 0.232 0.280
H -0.558 2.436 -0.321
C -0.667 -0.999 0.782
H 1.920 -2.667 -0.928
C 1.015 1.028 -0.282
N 1.328 -0.306 -0.505
H 0.399 -2.472 -1.600
H -2.472 1.753 1.195
C 0.867 -2.513 -0.687
H -0.370 -1.065 1.842
H 0.531 -3.362 -0.128
H -1.908 0.816 2.176
C 2.162 1.896 -0.094
C 0.533 -1.168 -0.116
H 1.882 2.925 0.199
N -2.349 0.803 1.286
C -2.255 -0.095 -0.882
C -0.227 1.398 -0.169
H 3.011 1.630 0.465
N -2.756 -0.344 -1.886
H -1.317 -1.839 0.492
*
```

=====

Here is the ion C8H11N4O with charge +1 in a non-equilibrium geometry from the OMol25 dataset. Energies are from wB97M-V/def2-TZVPD.

Summary:
Expectation value of S²: 2.014
Energy relative to the best compared isomer or geometry (same formula, charge and spin), eV: 0.695
LUMO level (alpha / beta), Eh: -0.1688 / -0.2066

The geometry in ORCA input format:
```
! wB97M-V def2-TZVPD RIJCOSX def2/J DEFGRID3
* xyz 1 3
C 0.311 -1.062 -3.554
H -0.748 2.706 2.571
C -0.534 0.930 1.218
H 0.300 0.380 3.061
H -0.585 2.909 0.885
C 0.114 0.036 2.059
H -1.089 0.725 -3.334
C 0.877 -1.059 1.631
N 0.362 -0.140 -2.477
H -0.510 -1.825 -3.521
H 1.835 -2.955 2.384
C -0.988 2.220 1.612
H 0.076 -0.438 -4.507
N 0.906 -1.380 0.331
H 0.986 -1.972 3.460
C 0.134 -0.622 -0.391
H 2.358 -1.321 2.964
H 1.154 -1.824 -3.610
O -2.125 1.901 -1.145
N -0.491 0.511 -0.139
N -0.618 0.745 -2.403
H -2.075 2.293 1.554
C 1.520 -1.911 2.621
C -1.170 1.152 -1.270
*
```

=====

Here is a cluster of 2 separate species, C8H11N4S in total in a non-equilibrium geometry from the OMol25 dataset. Energies are from wB97M-V/def2-TZVPD.

Summary:
Energy relative to the best compared isomer or geometry (same formula, charge and spin), eV: 3.929
LUMO level, Eh: -0.1434

The geometry in ORCA input format:
```
! wB97M-V def2-TZVPD RIJCOSX def2/J DEFGRID3
* xyz 1 1
N -2.054 0.553 3.713
H 2.197 0.596 -4.643
C 1.381 0.202 -5.288
C -0.187 -0.930 3.668
N -1.062 1.654 -1.765
C 2.175 -1.447 1.521
C 0.040 -0.752 2.359
H -2.517 1.559 1.855
C -1.866 0.837 2.468
N -0.901 1.055 -0.646
H -0.710 1.170 -2.587
H 0.918 0.898 -6.087
H 2.743 -0.570 1.740
H 0.119 -1.078 -3.259
H -1.458 -0.428 5.379
C -1.228 -0.319 4.362
C -0.839 0.146 1.733
H 0.599 -1.654 4.116
H -1.784 2.325 -1.897
N 0.946 -1.543 1.737
C -0.745 0.765 0.466
H 2.648 -2.347 1.026
H 1.612 -0.770 -5.826
S -0.027 0.078 -4.144
*
```

=====

Here is a structure of composition C8H11NO in a non-equilibrium geometry from the OMol25 dataset. Energies are from wB97M-V/def2-TZVPD.

Summary:
Energy relative to the best compared isomer or geometry (same formula, charge and spin), eV: 3.514
LUMO level, Eh: 0.0295

The geometry in ORCA input format:
```
! wB97M-V def2-TZVPD RIJCOSX def2/J DEFGRID3
* xyz 0 1
H 1.981 1.842 -0.118
H 3.709 -0.168 0.674
C -0.299 -1.233 -0.168
H -0.831 1.635 1.361
H -2.980 -0.233 0.715
C -0.315 0.735 -0.752
C 2.114 -0.164 -0.236
H -2.806 1.185 -0.384
N 2.999 -0.949 0.178
H -1.725 -0.727 -1.909
H 0.555 -0.542 1.751
H -1.133 -1.094 1.881
C 0.772 -0.343 -0.852
C -2.281 0.343 0.090
O 2.622 1.219 0.245
H -0.254 -2.323 -0.249
C -0.927 0.759 0.709
C -1.391 -0.374 -0.927
C -0.408 -0.594 1.225
H -0.314 1.665 -1.333
H 0.910 -0.638 -1.903
*
```

=====

Here is an isolated molecule of C8H11NO2 in a non-equilibrium geometry from the OMol25 dataset. Energies are from wB97M-V/def2-TZVPD.

Summary:
Energy relative to the best compared isomer or geometry (same formula, charge and spin), eV: 2.753
LUMO level, Eh: 0.0259

The geometry in ORCA input format:
```
! wB97M-V def2-TZVPD RIJCOSX def2/J DEFGRID3
* xyz 0 1
H 1.916 -0.672 1.776
C 1.564 -0.925 0.744
O 3.557 -0.466 -0.521
C 1.993 1.180 -0.668
C -1.554 1.114 0.338
C 0.728 1.502 -0.348
H -3.001 -0.771 0.527
C -2.431 -0.060 -0.236
H 0.503 2.539 -0.573
H 2.556 1.972 -1.083
H -1.957 1.523 1.280
H 0.183 -1.419 -1.402
O -1.645 -0.859 -1.133
H -0.379 -0.969 1.512
C 2.414 -0.170 -0.140
H -0.684 -2.530 -0.241
C -0.493 -1.447 -0.538
H -1.622 2.032 -0.334
N -0.145 0.786 0.411
H -3.344 0.314 -0.695
C 0.110 -0.649 0.663
H 1.731 -2.025 0.662
*
```

=====

Here is an isolated molecule of C8H11NO2S3 in a non-equilibrium geometry from the OMol25 dataset. Energies are from wB97M-V/def2-TZVPD.

Summary:
Energy relative to the best compared isomer or geometry (same formula, charge and spin), eV: 0.110
LUMO level, Eh: 0.0100

The geometry in ORCA input format:
```
! wB97M-V def2-TZVPD RIJCOSX def2/J DEFGRID3
* xyz 0 1
H 2.880 -0.070 1.845
H 2.859 -0.369 -2.354
C 0.968 -0.441 1.073
C 0.963 -0.716 -1.295
H 0.377 1.946 0.698
C 2.249 -0.037 0.977
O -2.459 1.965 -1.091
H -1.805 0.120 1.837
H 4.009 0.415 -0.359
H 0.104 2.182 -1.017
H 0.621 -1.174 -2.245
N -0.167 1.811 -0.106
C -2.124 0.121 0.843
S -1.979 -1.362 -1.548
S -1.366 -2.456 1.308
H -0.702 -3.389 0.650
H 0.457 -0.527 1.933
H -3.079 -0.294 0.741
C 3.000 0.043 -0.229
S -1.814 1.773 0.197
C -1.129 -1.008 0.023
C 2.305 -0.391 -1.370
C 0.287 -0.745 -0.116
H -2.241 -0.054 -1.646
O -2.214 2.657 1.251
*
```